Record 1
This record from the OMol25 dataset describes a structure of composition C34H23F9MnPS2. The level of theory is ωB97M-V with the def2-TZVPD basis set.

```
70
Properties=species:S:1:pos:R:3:mulliken_spin:R:1
Mn 1.50530 -1.23567 0.71316 4.33
S 3.20514 -0.02549 1.62764 0.01
C 3.86539 0.68516 0.13388 0.00
C 4.76585 1.74518 0.25638 0.01
C 5.27271 2.39291 -0.85590 0.00
C 4.87978 1.98622 -2.12280 0.00
C 3.98807 0.93801 -2.25818 0.01
C 3.47167 0.27311 -1.14419 0.03
S 2.31258 -1.04252 -1.41840 0.00
H 5.05292 2.06187 1.25129 0.00
H 5.96721 3.21327 -0.73361 0.00
H 5.26052 2.48637 -3.00388 0.00
H 3.66198 0.62016 -3.24068 0.00
F -2.37567 3.35067 5.94582 0.00
C -3.25756 2.60337 5.25873 0.00
F -3.68595 1.63731 6.09457 0.00
F -4.31229 3.38162 4.97443 0.00
C -2.63177 2.01255 4.02218 0.00
C -3.24754 2.13249 2.78422 0.00
C -2.65809 1.56122 1.66964 0.00
C -1.46196 0.85985 1.79507 -0.01
C -0.84495 0.75669 3.03975 0.00
C -1.43106 1.33263 4.15556 0.00
P -0.58122 0.14240 0.37585 0.00
C -1.81463 -0.83133 -0.54096 0.00
C -1.45858 -1.27047 -1.81947 0.02
C -2.25499 -2.18274 -2.49159 -0.01
C -3.40025 -2.67546 -1.88098 0.00
C -3.75715 -2.25452 -0.60968 0.00
C -2.96330 -1.33625 0.06073 0.01
C -4.23249 -3.73031 -2.56201 0.00
F -3.88481 -4.96425 -2.14213 0.00
F -4.08604 -3.71297 -3.89520 0.00
F -5.54148 -3.58173 -2.29629 0.00
C -0.21109 1.58649 -0.67149 -0.05
C -1.02591 2.00947 -1.71884 0.00
C -0.65910 3.10829 -2.47695 0.00
C 0.51866 3.78499 -2.18430 0.00
C 1.31932 3.38860 -1.12578 0.00
C 0.94456 2.29364 -0.36421 -0.01
C 0.93665 4.92841 -3.07065 0.00
F -0.10787 5.71437 -3.39637 0.00
F 1.86117 5.71035 -2.49266 0.00
F 1.46211 4.48316 -4.22971 0.00
H -4.17669 2.67717 2.69270 0.00
H -3.13054 1.66802 0.70050 0.00
H 0.10210 0.23593 3.12324 0.03
H -0.95563 1.26132 5.12482 0.00
H -0.54070 -0.91424 -2.27338 -0.01
H -1.98146 -2.52054 -3.48184 0.00
H -4.65179 -2.64382 -0.14287 0.00
H -3.23952 -1.02267 1.05893 0.00
H -1.93691 1.47621 -1.95612 0.00
H -1.28041 3.43995 -3.29803 0.00
H 2.23812 3.91385 -0.90266 0.00
H 1.56795 1.98283 0.46297 0.01
C 0.90386 -2.33976 2.41342 -0.39
C 1.17612 -3.36182 1.41163 0.10
C 0.24332 -3.61153 0.37967 -0.06
C 0.57399 -4.41348 -0.70767 0.05
C 1.83963 -4.96182 -0.80721 -0.07
C 2.78738 -4.70295 0.18320 0.05
C 2.47201 -3.90565 1.26243 -0.04
H 1.58274 -2.26510 3.25557 -0.01
H -0.14028 -2.15776 2.65285 0.00
H -0.76100 -3.20873 0.46625 0.00
H -0.16416 -4.60053 -1.47667 0.00
H 2.09865 -5.57563 -1.65888 0.00
H 3.78523 -5.11060 0.09572 0.00
H 3.22213 -3.67577 2.00943 0.00
```

As for the multiplicity: 5. As for the molar mass: 752.6 u. The calculation puts the max |F| at 0.30 eV/Å. As for the total charge: 0. The HOMO energy (spin up / spin down) is -7.3 / -7.6 eV. The value obtained for the energy above the lowest of the compared OMol25 structures with the same formula, charge and spin is 0.8 kcal per mole. The value obtained for the gap between HOMO and LUMO (spin up / spin down) is 6.0 / 7.2 eV.



Record 2
This record from the OMol25 dataset describes a structure of composition C11H13N. The level of theory is ωB97M-V with the def2-TZVPD basis set.

```
25
Properties=species:S:1:pos:R:3:lowdin_charge:R:1
C 1.10693 -1.54305 2.73449 -0.10
C 0.53644 -0.31397 2.60150 -0.01
C 1.43676 -2.33047 1.62362 -0.04
C -0.43315 0.30057 -1.17735 0.16
C 0.39766 -0.80068 0.24329 0.06
C 1.02994 -2.01303 0.32542 -0.27
C 0.21173 0.13821 1.28134 -0.29
C -1.00037 1.30851 -0.30864 -0.70
C 1.31775 -2.83824 -0.87035 -0.03
C -2.52983 1.34410 -0.42163 -0.02
C -0.32690 2.63364 -0.72118 -0.04
N -0.55748 1.18353 1.04751 0.14
H 1.45859 -1.83577 3.72756 0.11
H 0.37090 0.34135 3.42666 0.10
H 1.72725 -3.36157 1.89064 0.12
H -0.40194 0.30593 -2.29647 0.09
H 0.68441 -2.46736 -1.66267 0.08
H 1.07312 -3.81174 -0.67884 0.05
H 2.31760 -2.71210 -1.14200 0.07
H -2.93109 2.25771 -0.91863 0.09
H -2.90146 1.54273 0.66948 0.11
H -2.92187 0.37956 -0.66517 0.06
H -0.41996 2.77281 -1.77079 0.06
H 0.76180 2.64617 -0.73379 0.09
H -0.82091 3.34905 -0.09109 0.08
```

As for the molar mass: 159.2 u. The calculation puts the max |F| at 5.62 eV/Å. As for the total charge: 0. The HOMO energy (spin up / spin down) is -7.7 / -7.8 eV. The value obtained for the energy above the lowest of the compared OMol25 structures with the same formula, charge and spin is 127.7 kcal per mole. The value obtained for the gap between HOMO and LUMO (spin up / spin down) is 8.0 / 7.0 eV.



Record 3
This record from the OMol25 dataset describes the molecule C3H6O2. The level of theory is ωB97M-V with the def2-TZVPD basis set.

```
11
Properties=species:S:1:pos:R:3:lowdin_charge:R:1
C -1.48138 0.88846 0.63267 -0.12
O -0.39843 0.16538 0.00981 -0.26
C 0.78399 -1.11799 0.05467 0.05
C 1.44042 -0.27210 -0.98541 -0.30
O 1.71737 0.86425 -0.71210 0.07
H -2.33143 0.26506 0.90233 0.06
H -1.21727 1.53371 1.49352 0.08
H -1.85392 1.59714 -0.14090 0.09
H 0.68020 -2.18951 -0.27712 0.11
H 1.20849 -1.08709 1.04860 0.10
H 1.45198 -0.64731 -2.02606 0.12
```

As for the molar mass: 74.1 u. The calculation puts the max |F| at 1.94 eV/Å. As for the total charge: 0. The HOMO energy is -9.6 eV. The value obtained for the energy above the lowest of the compared OMol25 structures with the same formula, charge and spin is 107.7 kcal per mole. The value obtained for the gap between HOMO and LUMO is 9.5 eV.



Record 4
This record from the OMol25 dataset describes the ion C2H7N4S2 with charge +1. The level of theory is ωB97M-V with the def2-TZVPD basis set.

```
15
Properties=species:S:1:pos:R:3:lowdin_charge:R:1
C -1.76358 0.45501 0.11079 -0.98
C -0.11746 -2.18366 -0.03243 -0.44
N -0.68164 1.32530 0.27238 -0.09
N 0.73982 1.15210 0.24622 -0.15
N 1.35157 1.26017 -1.01745 0.01
N 0.81511 -1.76506 0.78322 0.17
S -3.29408 0.81012 0.51466 0.76
S -1.33907 -1.27908 -0.75726 1.00
H -0.25312 -3.18684 -0.31666 0.08
H -0.92256 2.25272 0.42273 0.10
H 0.99948 0.39465 -1.46686 0.06
H 1.03539 2.03351 -1.65402 0.11
H 1.04276 -0.82015 0.82222 0.06
H 0.97017 1.97241 0.84452 0.15
H 1.41721 -2.42120 1.22794 0.14
```

As for the molar mass: 151.2 u. The calculation puts the max |F| at 3.02 eV/Å. As for the total charge: +1. The HOMO energy is -13.2 eV. The value obtained for the energy above the lowest of the compared OMol25 structures with the same formula, charge and spin is 35.0 kcal per mole. The value obtained for the gap between HOMO and LUMO is 8.2 eV.



Record 5
This record from the OMol25 dataset describes the ion C4H9N2 with charge +1. The level of theory is ωB97M-V with the def2-TZVPD basis set.

```
15
Properties=species:S:1:pos:R:3:lowdin_charge:R:1
C -1.93746 0.26039 -0.38635 0.01
N -0.87804 -0.09073 0.51632 0.08
C 0.38395 -0.04923 -0.17564 -0.31
C 1.43359 -1.08919 -0.29363 0.02
C 1.71617 0.16945 0.41117 -0.22
N 1.34577 1.11084 -0.54610 0.16
H -1.59473 1.08789 -1.08449 0.15
H -2.14124 -0.49219 -1.05091 0.08
H -2.87457 0.49507 0.13542 0.12
H -0.94620 -1.03585 0.69670 0.16
H -0.80009 0.34316 1.42778 0.20
H 1.87395 -1.15575 -1.33487 0.15
H 1.25365 -1.92762 0.36309 0.12
H 2.04842 0.35615 1.34303 0.13
H 1.11683 2.01763 -0.02152 0.15
```

As for the molar mass: 85.1 u. The calculation puts the max |F| at 4.23 eV/Å. As for the total charge: +1. The HOMO energy is -13.3 eV. The value obtained for the energy above the lowest of the compared OMol25 structures with the same formula, charge and spin is 117.8 kcal per mole. The value obtained for the gap between HOMO and LUMO is 9.6 eV.